[1]
{
  "formula": "C4H6O2",
  "method": "ωB97M-V/def2-TZVPD",
  "symbols": ["C", "C", "O", "C", "C", "O", "H", "H", "H", "H", "H", "H"],
  "positions_angstrom": [[-1.366, 0.650, 0.297], [-0.662, -0.627, -0.094], [-0.094, -0.641, -1.391], [0.795, -0.779, -0.293], [1.741, 0.335, 0.015], [2.781, 0.134, 0.591], [-1.263, 0.883, 1.363], [-0.960, 1.478, -0.292], [-2.433, 0.545, 0.067], [-1.180, -1.546, 0.191], [1.242, -1.767, -0.172], [1.420, 1.356, -0.280]],
  "mulliken_charge": [-1.25, 0.15, -0.44, 0.12, -0.18, -0.46, 0.27, 0.36, 0.34, 0.40, 0.41, 0.28],
  "smiles": "C[C@H]1O[C@H]1C=O",
  "spin_multiplicity": 1,
  "e_homo_ev": -10.1,
  "e_above_lowest_kcal_mol": 43.1,
  "orbital_gap_ev": 10.967,
  "lumo_ev": 0.8196
}

***

[2]
{
  "formula": "C4H6O2",
  "method": "ωB97M-V/def2-TZVPD",
  "symbols": ["C", "O", "C", "C", "O", "C", "H", "H", "H", "H", "H", "H"],
  "positions_angstrom": [[-1.571, 0.342, 0.112], [-0.859, 0.823, -1.045], [0.253, -0.051, -0.784], [1.258, 0.670, 0.122], [0.600, 0.265, 1.247], [-0.385, -0.516, 0.527], [-2.457, -0.233, -0.181], [-1.841, 1.139, 0.811], [0.552, -0.651, -1.643], [2.461, -0.580, -0.111], [2.481, 0.321, 0.030], [-0.493, -1.529, 0.917]],
  "mulliken_charge": [-0.50, -0.42, -0.09, -0.22, -0.32, 0.09, 0.25, 0.26, 0.37, 0.03, 0.14, 0.40],
  "spin_multiplicity": 1,
  "e_homo_ev": -8.7,
  "e_above_lowest_kcal_mol": 157.4,
  "orbital_gap_ev": 9.147,
  "lumo_ev": 0.4902
}

***

[3]
{
  "formula": "C4H6O2",
  "method": "ωB97M-V/def2-TZVPD",
  "symbols": ["C", "C", "O", "C", "C", "O", "H", "H", "H", "H", "H", "H"],
  "positions_angstrom": [[1.705, 0.780, -0.917], [0.572, -0.422, 0.652], [0.632, 0.737, 0.038], [-0.838, -0.533, 1.197], [-1.737, -0.581, -0.034], [-2.200, -1.594, -0.492], [1.447, 0.065, -1.700], [2.644, 0.484, -0.449], [1.736, 1.790, -1.322], [-0.939, -1.464, 1.754], [-1.124, 0.338, 1.803], [-1.898, 0.400, -0.529]],
  "mulliken_charge": [-0.55, -0.45, -0.13, -0.15, 0.02, -0.45, 0.31, 0.31, 0.24, 0.25, 0.29, 0.33],
  "spin_multiplicity": 1,
  "e_homo_ev": -8.8,
  "e_above_lowest_kcal_mol": 86.9,
  "orbital_gap_ev": 9.096,
  "lumo_ev": 0.2968
}

***

[4]
{
  "formula": "C4H6O2",
  "method": "ωB97M-V/def2-TZVPD",
  "symbols": ["O", "C", "C", "C", "C", "O", "H", "H", "H", "H", "H", "H"],
  "positions_angstrom": [[-0.024, 1.192, -1.302], [0.094, 0.045, -0.535], [-0.897, -1.156, -0.588], [-0.871, -0.295, 0.590], [1.372, -0.269, -0.130], [2.427, -0.507, 0.271], [-0.574, 1.778, -0.755], [-0.524, -2.182, -0.620], [-1.619, -0.923, -1.373], [-0.410, -0.714, 1.490], [0.141, 1.481, 1.502], [0.864, 1.664, 1.538]],
  "mulliken_charge": [-0.53, 0.17, -0.47, -0.68, 0.61, -0.28, 0.43, 0.29, 0.22, 0.20, -0.08, 0.12],
  "spin_multiplicity": 1,
  "e_homo_ev": [-8.0, -8.0],
  "e_above_lowest_kcal_mol": 132.6,
  "orbital_gap_ev": [8.098, 8.099],
  "lumo_ev": [0.1092, 0.1095]
}

***

Copy entry 2 word for word.
{
  "formula": "C4H6O2",
  "method": "ωB97M-V/def2-TZVPD",
  "symbols": ["C", "O", "C", "C", "O", "C", "H", "H", "H", "H", "H", "H"],
  "positions_angstrom": [[-1.571, 0.342, 0.112], [-0.859, 0.823, -1.045], [0.253, -0.051, -0.784], [1.258, 0.670, 0.122], [0.600, 0.265, 1.247], [-0.385, -0.516, 0.527], [-2.457, -0.233, -0.181], [-1.841, 1.139, 0.811], [0.552, -0.651, -1.643], [2.461, -0.580, -0.111], [2.481, 0.321, 0.030], [-0.493, -1.529, 0.917]],
  "mulliken_charge": [-0.50, -0.42, -0.09, -0.22, -0.32, 0.09, 0.25, 0.26, 0.37, 0.03, 0.14, 0.40],
  "spin_multiplicity": 1,
  "e_homo_ev": -8.7,
  "e_above_lowest_kcal_mol": 157.4,
  "orbital_gap_ev": 9.147,
  "lumo_ev": 0.4902
}